Entry from OMol25: a structure of composition C47H50LuN4O6P3S at a distorted geometry (wB97M-V/def2-TZVPD).

Geometry as ORCA input:
```
! RIJCOSX wB97M-V def2-TZVPD def2/J DEFGRID3
* xyz 0 1
Lu 0.32856 0.07220 0.42325
N 1.51354 2.37407 0.08259
C 2.28903 2.54016 -1.14185
C 1.56805 1.83098 -2.30633
N 1.14445 0.48174 -1.92460
C 1.70239 -0.63692 -2.68278
C 2.01625 -1.84800 -1.78472
N 0.95175 -2.12449 -0.81422
H 2.07274 2.60126 0.90249
H 0.69273 2.98191 0.08780
H 2.43972 3.59503 -1.41474
H 3.26383 2.07888 -0.97097
H 0.68830 2.42994 -2.56608
H 2.24332 1.80387 -3.17079
H 0.12820 0.42574 -2.00250
H 1.00764 -0.94164 -3.47600
H 2.63946 -0.33097 -3.15275
H 2.21468 -2.71636 -2.43405
H 2.90884 -1.62804 -1.19574
H 0.09417 -2.41565 -1.28479
H 1.25626 -2.89476 -0.22128
O -2.70890 0.82099 1.62058
S -1.49908 1.67349 1.30712
O -1.78038 3.05528 1.55884
O -0.36111 1.15445 2.10095
O -1.10956 1.45620 -0.12239
O -1.48811 -1.12902 0.61906
P -2.95441 -0.78952 0.53976
C -3.37013 -2.21433 -0.75029
P -2.57424 -1.65433 -2.28450
O -1.29594 -0.93158 -2.06973
C -3.69640 -0.68390 -3.33451
C -5.04383 -0.94912 -3.52736
C -5.78934 -0.13931 -4.36621
C -5.19747 0.93248 -5.01322
C -3.84727 1.18605 -4.83727
C -3.10093 0.37420 -4.00706
C -2.27923 -3.19199 -3.23504
C -3.30166 -4.05406 -3.60760
C -3.00659 -5.24853 -4.24073
C -1.68992 -5.60458 -4.48939
C -0.66689 -4.74811 -4.12281
C -0.96697 -3.54329 -3.51383
C -3.91352 -1.45337 1.94538
C -4.74021 -0.65001 2.71969
C -5.46731 -1.19201 3.76419
C -5.38629 -2.54733 4.04413
C -4.55074 -3.35103 3.28763
C -3.81253 -2.80268 2.25146
C -4.06696 0.34881 -0.42470
C -5.41250 0.03017 -0.25866
C -6.40757 0.82423 -0.79672
C -6.07489 1.95524 -1.52174
C -4.74266 2.27229 -1.70608
C -3.74596 1.47562 -1.16434
H -4.42300 -2.42703 -0.91537
H -2.86331 -3.14195 -0.47167
H -5.51788 -1.77386 -3.01607
H -6.83961 -0.34421 -4.51313
H -5.78967 1.56916 -5.65417
H -3.38088 2.01776 -5.34394
H -2.04930 0.56125 -3.84768
H -4.32783 -3.78692 -3.40533
H -3.80841 -5.91035 -4.53482
H -1.46637 -6.54383 -4.97435
H 0.36158 -5.02162 -4.30672
H -0.17940 -2.85360 -3.25848
H -4.79192 0.40467 2.50164
H -6.10435 -0.55618 4.36308
H -5.96188 -2.97343 4.85468
H -4.47957 -4.40859 3.50326
H -3.14448 -3.42955 1.68027
H -5.68688 -0.83297 0.32987
H -7.44476 0.57418 -0.62680
H -6.84928 2.59073 -1.92602
H -4.47197 3.16325 -2.25525
H -2.71426 1.75908 -1.27640
N 2.37559 -0.40636 1.03075
P 3.79277 -0.49685 1.58614
C 5.05539 -1.11073 0.37016
C 5.93046 -2.17090 0.56085
C 6.72699 -2.61621 -0.48123
C 6.65867 -2.01493 -1.72610
C 5.77324 -0.96858 -1.93449
C 4.97992 -0.52807 -0.89249
C 4.53943 1.07482 2.19990
C 4.03470 1.54202 3.40873
C 4.34444 2.81259 3.85404
C 5.14353 3.64254 3.08133
C 5.64401 3.19066 1.87137
C 5.34231 1.91175 1.43265
C 4.00980 -1.65720 2.99860
C 5.16729 -1.85366 3.74062
C 5.18627 -2.81336 4.73820
C 4.05174 -3.56360 5.00689
C 2.88910 -3.35473 4.28191
C 2.87379 -2.40365 3.27875
H 5.99387 -2.65365 1.52445
H 7.40673 -3.44057 -0.31783
H 7.28435 -2.36673 -2.53378
H 5.70367 -0.50462 -2.90959
H 4.26353 0.26999 -1.03625
H 3.39928 0.88614 3.98903
H 3.96068 3.16258 4.80135
H 5.37327 4.64262 3.42103
H 6.27176 3.83584 1.26854
H 5.74746 1.55771 0.49495
H 6.04626 -1.25620 3.53542
H 6.08737 -2.98321 5.31135
H 4.07562 -4.31120 5.78690
H 2.00218 -3.93295 4.50131
H 1.98433 -2.19498 2.68728
*
```

The LUMO energy comes out at 0.51 eV. The HOMO energy is -0.2776 Eh. The value obtained for the frontier orbital gap is 8.064 eV. The value obtained for the energy relative to the best compared isomer or geometry (same formula, charge and spin) is 1.182 eV. For the largest force on an atom, the calculation gives 6.29 eV/Å. Its total energy is -140125.8065 eV.

Löwdin atomic charge list, values in e, 99 entries:
1 Lu 1.545
2 N -0.040
3 C -0.233
4 C -0.187
5 N -0.135
6 C -0.193
7 C -0.247
8 N -0.054
9 H 0.089
10 H 0.081
11 H 0.114
12 H 0.086
13 H 0.120
14 H 0.115
15 H 0.047
16 H 0.105
17 H 0.110
18 H 0.113
19 H 0.064
20 H 0.038
21 H 0.095
22 O -0.373
23 S 0.335
24 O -0.252
25 O -0.399
26 O -0.488
27 O -0.464
28 P 0.730
29 C -0.262
30 P 0.755
31 O -0.358
32 C -0.268
33 C -0.080
34 C -0.077
35 C -0.081
36 C -0.078
37 C -0.087
38 C -0.250
39 C -0.076
40 C -0.078
41 C -0.082
42 C -0.072
43 C -0.076
44 C -0.257
45 C -0.078
46 C -0.068
47 C -0.086
48 C -0.082
49 C -0.075
50 C -0.261
51 C -0.105
52 C -0.075
53 C -0.083
54 C -0.064
55 C -0.077
56 H 0.061
57 H 0.060
58 H 0.102
59 H 0.107
60 H 0.105
61 H 0.106
62 H 0.104
63 H 0.097
64 H 0.104
65 H 0.104
66 H 0.105
67 H 0.070
68 H 0.113
69 H 0.105
70 H 0.102
71 H 0.102
72 H 0.099
73 H 0.102
74 H 0.105
75 H 0.104
76 H 0.112
77 H 0.093
78 N -0.382
79 P 0.710
80 C -0.263
81 C -0.069
82 C -0.082
83 C -0.089
84 C -0.083
85 C -0.145
86 C -0.274
87 C -0.091
88 C -0.081
89 C -0.092
90 C -0.090
91 C -0.090
92 C -0.298
93 C -0.104
94 C -0.087
95 C -0.091
96 C -0.082
97 C -0.093
98 H 0.090
99 H 0.102

=====

Entry from OMol25: a cluster of 6 separate species, C47H51F6NO6S in total at a distorted geometry (wB97M-V/def2-TZVPD).

Geometry as ORCA input:
```
! RIJCOSX wB97M-V def2-TZVPD def2/J DEFGRID3
* xyz 0 1
C 9.32494 2.09199 1.07886
C 7.71759 1.70333 0.86526
O 7.18085 0.82648 1.91814
C 6.81220 -0.49699 1.37776
C 6.00498 -1.35078 2.53700
O 4.72294 -0.69423 2.95294
C 3.58544 -1.35669 2.23154
C 2.25954 -0.34147 2.10966
O 1.70044 -0.27956 3.46875
C 1.07568 1.01358 3.77080
O 1.69493 1.81408 4.68306
C -0.34113 1.58741 3.16790
N -0.55567 3.02635 3.58241
C -0.40350 3.99971 2.43182
C 1.18186 -1.13790 1.17367
F 1.63979 -2.56801 1.00303
F -0.19002 -1.26240 1.79466
C 0.97112 -0.55173 -0.33698
C -0.45631 0.27086 -0.62119
C -0.86284 0.89276 -2.11032
C 0.22496 0.70517 -3.32528
C 1.64888 -0.08000 -3.10452
C 2.80977 -0.29281 -4.28057
F 3.76112 -1.35183 -3.85294
F 2.19833 -0.52461 -5.60947
F 3.60164 0.99276 -4.27383
C 1.98297 -0.71565 -1.61531
S 2.91372 1.26606 1.42642
O 3.95528 0.98338 0.27402
O 1.85300 2.26685 0.91482
F 3.83846 2.14109 2.62717
H 9.67213 1.96440 2.19036
H 9.47794 3.22259 0.73156
H 9.95707 1.43833 0.33434
H 7.07508 2.70744 0.84027
H 7.64761 1.25762 -0.22085
H 7.83053 -1.06785 1.16233
H 6.24902 -0.44528 0.34299
H 5.78792 -2.44822 2.16501
H 6.72918 -1.39823 3.48197
H 3.34132 -2.31771 2.89667
H 4.01630 -1.63205 1.17120
H -1.24117 0.95872 3.61382
H -0.37767 1.41666 1.98741
H -1.56900 3.09355 3.86415
H -0.39736 3.50870 1.36802
H -1.36624 4.70286 2.45765
H 0.51715 4.73955 2.58613
H -1.27867 0.44133 0.22530
H -1.91965 1.43549 -2.22830
H -0.04816 1.15236 -4.37164
H 3.00238 -1.29961 -1.40842
C -3.63039 -2.20158 3.32281
C -5.00323 -2.30463 3.54521
C -5.89254 -1.54554 2.78513
C -5.40893 -0.68991 1.79491
C -4.03624 -0.58972 1.57001
C -3.14643 -1.34189 2.33644
H -2.93743 -2.79078 3.91770
H -5.38035 -2.97652 4.31217
H -6.96179 -1.62104 2.96321
H -6.10208 -0.10194 1.19915
H -3.65963 0.07591 0.79718
H -2.07681 -1.25945 2.16468
C 7.16607 -2.51403 -7.65492
C 7.68898 -1.29083 -7.23646
C 6.86078 -0.34994 -6.62520
C 5.51039 -0.63662 -6.42331
C 4.98834 -1.86138 -6.83840
C 5.81458 -2.79855 -7.45807
H 7.81110 -3.24569 -8.13435
H 8.74273 -1.07028 -7.38762
H 7.26707 0.60574 -6.30533
H 4.86588 0.09454 -5.94254
H 3.93631 -2.08527 -6.67951
H 5.40633 -3.75039 -7.78629
C -6.55809 -3.51081 7.06958
C -6.04975 -4.26028 8.13007
C -6.65575 -5.46430 8.48772
C -7.76525 -5.92412 7.77773
C -8.27127 -5.17643 6.71481
C -7.67089 -3.96780 6.36313
H -6.08761 -2.57082 6.79332
H -5.18102 -3.90529 8.67886
H -6.26351 -6.04472 9.31837
H -8.23466 -6.86482 8.05318
H -9.13492 -5.53573 6.16059
H -8.06873 -3.38287 5.53853
C -2.14565 -0.69191 -5.75372
C -3.51849 -0.79495 -5.53133
C -4.40780 -0.03587 -6.29141
C -3.92419 0.81976 -7.28163
C -2.55150 0.91996 -7.50653
C -1.66169 0.16779 -6.74010
H -1.45270 -1.28111 -5.15883
H -3.89562 -1.46685 -4.76437
H -5.47705 -0.11137 -6.11333
H -4.61735 1.40774 -7.87739
H -2.17489 1.58558 -8.27935
H -0.59207 0.25023 -6.91186
C -3.44969 3.99214 0.06534
C -4.73993 3.46848 0.14169
C -5.82481 4.31517 0.36748
C -5.62019 5.68816 0.50721
C -4.33030 6.21223 0.42711
C -3.24440 5.36436 0.21058
H -2.60407 3.33154 -0.10724
H -4.90003 2.39944 0.02593
H -6.82927 3.90602 0.43361
H -6.46605 6.34874 0.67830
H -4.17121 7.28243 0.53440
H -2.23905 5.77232 0.15374
*
```

The LUMO energy comes out at -1.51 eV. The HOMO energy is -0.3405 Eh. As for the SMILES: CCOCCOC[C@](OC(=O)CNC)(C(F)(F)c1cccc(C(F)(F)F)c1)S(=O)(=O)F.c1ccccc1.c1ccccc1.c1ccccc1.c1ccccc1.c1ccccc1. The value obtained for the frontier orbital gap is 7.751 eV. For the largest force on an atom, the calculation gives 9.62 eV/Å. Its total energy is -90461.6851 eV.

Löwdin atomic charge list, values in e, 99 entries:
1 C -0.106
2 C -0.248
3 O -0.212
4 C -0.181
5 C -0.133
6 O -0.203
7 C -0.104
8 C -0.299
9 O -0.025
10 C -0.212
11 O 0.024
12 C -0.136
13 N -0.117
14 C -0.145
15 C -0.174
16 F -0.020
17 F -0.037
18 C -0.047
19 C 0.031
20 C -0.016
21 C 0.017
22 C -0.014
23 C -0.219
24 F 0.012
25 F 0.015
26 F -0.014
27 C 0.078
28 S 0.958
29 O -0.322
30 O -0.312
31 F -0.197
32 H 0.082
33 H 0.083
34 H 0.071
35 H 0.133
36 H 0.121
37 H 0.141
38 H 0.123
39 H 0.135
40 H 0.152
41 H 0.180
42 H 0.140
43 H 0.147
44 H 0.098
45 H 0.109
46 H 0.071
47 H 0.088
48 H 0.105
49 H 0.081
50 H 0.105
51 H 0.096
52 H 0.123
53 C -0.080
54 C -0.089
55 C -0.091
56 C -0.095
57 C -0.096
58 C -0.093
59 H 0.105
60 H 0.086
61 H 0.099
62 H 0.097
63 H 0.080
64 H 0.065
65 C -0.100
66 C -0.099
67 C -0.088
68 C -0.094
69 C -0.097
70 C -0.094
71 H 0.099
72 H 0.099
73 H 0.101
74 H 0.074
75 H 0.089
76 H 0.099
77 C -0.107
78 C -0.095
79 C -0.096
80 C -0.097
81 C -0.097
82 C -0.102
83 H 0.097
84 H 0.101
85 H 0.100
86 H 0.100
87 H 0.100
88 H 0.096
89 C -0.109
90 C -0.095
91 C -0.096
92 C -0.096
93 C -0.094
94 C -0.107
95 H 0.098
96 H 0.101
97 H 0.100
98 H 0.101
99 H 0.102